1.
{
  "formula": "C5H7NO",
  "method": "the ωB97M-V functional and the def2-TZVPD basis",
  "homo_lumo_gap_ev": 10.86,
  "e_tot_ev": -8835.6813,
  "multiplicity": 1,
  "relative_energy_kcal_mol": 12.0,
  "e_homo_ha": -0.378,
  "total_charge": 0,
  "species": ["C", "C", "O", "C", "C", "C", "N", "H", "H", "H", "H", "H", "H", "H"],
  "coordinates": [[1.995, 0.087, -0.093], [0.701, -0.651, 0.153], [0.654, -1.727, 0.700], [-0.617, -0.024, -0.376], [-1.820, -0.435, 0.481], [-0.486, 1.432, -0.491], [-0.306, 2.574, -0.548], [2.772, -0.312, 0.561], [1.881, 1.162, 0.057], [2.300, -0.060, -1.137], [-0.749, -0.418, -1.394], [-1.817, 0.102, 1.433], [-2.760, -0.226, -0.035], [-1.748, -1.504, 0.689]]
}

***

2.
{
  "formula": "C40H36BrIN4O9S4Ta",
  "method": "the ωB97M-V functional and the def2-TZVPD basis",
  "homo_lumo_gap_ev": 7.50,
  "e_tot_ev": -189485.9248,
  "multiplicity": 1,
  "relative_energy_kcal_mol": 27.6,
  "e_homo_ha": -0.404,
  "total_charge": 1,
  "species": ["Ta", "O", "S", "O", "O", "C", "C", "C", "C", "C", "C", "S", "O", "O", "O", "H", "H", "H", "H", "C", "C", "N", "C", "C", "C", "S", "N", "C", "O", "C", "C", "C", "C", "C", "C", "H", "H", "H", "H", "H", "H", "H", "H", "H", "H", "H", "H", "H", "H", "H", "C", "C", "C", "C", "C", "C", "C", "S", "O", "O", "N", "C", "C", "C", "C", "C", "C", "C", "C", "N", "C", "H", "H", "H", "H", "H", "H", "H", "H", "H", "H", "H", "H", "H", "Br", "C", "C", "C", "C", "C", "C", "I", "H", "H", "H", "H"],
  "coordinates": [[-0.607, 0.070, -0.009], [-3.610, -0.660, 2.479], [-2.887, 0.344, 1.787], [-1.623, 0.814, 2.336], [-2.566, -0.060, 0.297], [-3.809, 1.783, 1.452], [-5.187, 1.728, 1.515], [-5.931, 2.826, 1.101], [-5.290, 3.946, 0.612], [-3.902, 3.996, 0.525], [-3.139, 2.916, 0.934], [-1.356, 3.257, 0.871], [-0.920, 3.567, 2.190], [-1.187, 4.224, -0.164], [-0.605, 1.970, 0.374], [-5.661, 0.829, 1.886], [-7.011, 2.793, 1.152], [-5.870, 4.800, 0.285], [-3.406, 4.869, 0.126], [-2.905, -5.528, -0.739], [-2.521, -4.971, -2.100], [-2.497, -3.499, -2.102], [-3.762, -2.836, -2.441], [-3.922, -2.600, -3.934], [-1.375, -2.861, -1.796], [-1.337, -1.123, -2.142], [-0.328, -3.564, -1.409], [0.771, -2.929, -0.990], [0.823, -1.739, -0.596], [2.034, -3.718, -0.974], [3.197, -3.149, -0.464], [4.388, -3.856, -0.494], [4.421, -5.135, -1.035], [3.260, -5.712, -1.532], [2.068, -5.006, -1.501], [-3.018, -6.611, -0.798], [-3.851, -5.108, -0.392], [-2.132, -5.299, -0.006], [-3.235, -5.275, -2.865], [-1.534, -5.321, -2.389], [-3.820, -1.896, -1.898], [-4.557, -3.485, -2.068], [-3.082, -2.025, -4.323], [-4.835, -2.033, -4.121], [-3.988, -3.540, -4.484], [3.157, -2.159, -0.034], [5.290, -3.413, -0.092], [5.353, -5.685, -1.067], [3.284, -6.713, -1.941], [1.156, -5.443, -1.884], [0.468, 1.462, 7.599], [0.481, 0.862, 6.221], [0.819, 1.647, 5.119], [0.866, 1.112, 3.845], [0.555, -0.230, 3.688], [0.210, -1.044, 4.760], [0.180, -0.485, 6.024], [0.693, -0.983, 2.128], [-0.641, -1.362, 1.441], [1.589, -2.079, 2.278], [1.121, 0.145, 1.068], [2.432, 0.309, 0.574], [3.578, 0.203, 1.299], [4.820, 0.410, 0.649], [4.877, 0.684, -0.686], [3.682, 0.780, -1.446], [3.650, 1.017, -2.840], [2.449, 1.081, -3.479], [1.261, 0.911, -2.740], [1.242, 0.693, -1.446], [2.455, 0.612, -0.798], [1.484, 1.703, 7.916], [0.040, 0.777, 8.329], [-0.106, 2.389, 7.612], [1.033, 2.700, 5.256], [1.105, 1.735, 2.994], [-0.022, -2.091, 4.611], [-0.080, -1.106, 6.871], [3.544, -0.046, 2.351], [5.730, 0.349, 1.230], [5.828, 0.823, -1.183], [4.579, 1.134, -3.384], [2.382, 1.251, -4.544], [0.306, 0.955, -3.243], [-4.832, 2.893, -4.036], [-3.215, 3.881, -3.951], [-3.159, 5.084, -4.644], [-2.015, 5.862, -4.601], [-0.911, 5.444, -3.873], [-0.953, 4.243, -3.184], [-2.104, 3.467, -3.228], [-2.145, 1.676, -2.218], [-4.020, 5.400, -5.218], [-1.993, 6.805, -5.130], [-0.017, 6.053, -3.835], [-0.106, 3.923, -2.592]]
}

***

3.
{
  "formula": "H2NO4S",
  "method": "the ωB97M-V functional and the def2-TZVPD basis",
  "homo_lumo_gap_ev": [6.56, 9.20],
  "e_tot_ev": -20546.1177,
  "multiplicity": 1,
  "relative_energy_kcal_mol": 39.2,
  "e_homo_ha": [-0.117, -0.191],
  "total_charge": -1,
  "species": ["N", "O", "O", "O", "O", "S", "H", "H"],
  "coordinates": [[1.967, -0.301, 0.026], [-1.873, 0.436, 1.385], [-0.742, 1.150, -0.683], [-2.612, -0.463, -0.804], [1.254, -1.432, 0.043], [-1.529, 0.113, -0.004], [1.772, 0.262, 0.858], [1.764, 0.235, -0.821]]
}

***

4.
{
  "formula": "C6H5NO2S",
  "method": "the ωB97M-V functional and the def2-TZVPD basis",
  "homo_lumo_gap_ev": [7.16, 6.43],
  "e_tot_ev": -22716.8889,
  "multiplicity": 3,
  "relative_energy_kcal_mol": 0.0,
  "e_homo_ha": [-0.247, -0.353],
  "total_charge": 0,
  "species": ["C", "C", "C", "C", "C", "C", "N", "O", "O", "S", "H", "H", "H", "H", "H"],
  "coordinates": [[1.137, 1.462, -0.431], [0.392, 1.579, 0.688], [1.001, 0.313, -1.309], [-0.480, 0.527, 1.089], [0.210, -0.865, -0.830], [-0.528, -0.634, 0.390], [-1.327, -1.726, 0.881], [-1.944, -1.562, 1.912], [-1.321, -2.752, 0.231], [-0.645, 0.093, -2.082], [1.837, 2.229, -0.724], [0.470, 2.452, 1.315], [1.807, 0.125, -2.008], [-1.095, 0.637, 1.969], [0.486, -1.879, -1.091]]
}

***

5.
{
  "formula": "C2H6N2O2",
  "method": "the ωB97M-V functional and the def2-TZVPD basis",
  "homo_lumo_gap_ev": 10.32,
  "e_tot_ev": -9246.2891,
  "multiplicity": 1,
  "relative_energy_kcal_mol": 23.7,
  "e_homo_ha": -0.349,
  "total_charge": 0,
  "species": ["N", "C", "O", "H", "H", "H", "N", "C", "O", "H", "H", "H"],
  "coordinates": [[2.892, -0.684, -0.421], [1.616, -0.142, -0.304], [0.773, -0.703, 0.448], [3.498, -0.147, -1.097], [3.044, -1.606, 0.019], [1.386, 0.789, -0.648], [-2.004, -0.182, 0.552], [-2.350, 1.022, 0.176], [-1.833, 1.690, -0.668], [-2.578, -0.822, 1.181], [-1.262, -0.646, -0.064], [-3.182, 1.432, 0.826]]
}

***

6.
{
  "formula": "C31H32BIrN5O2PS6Sb",
  "method": "the ωB97M-V functional and the def2-TZVPD basis",
  "homo_lumo_gap_ev": [3.14, 3.15],
  "e_tot_ev": -128567.5040,
  "multiplicity": 2,
  "relative_energy_kcal_mol": 99.5,
  "e_homo_ha": [0.003, 0.003],
  "total_charge": -2,
  "species": ["Ir", "S", "Sb", "S", "S", "S", "C", "N", "C", "C", "N", "B", "N", "C", "C", "N", "C", "C", "S", "C", "S", "H", "H", "H", "H", "H", "H", "H", "H", "H", "H", "H", "H", "O", "P", "C", "C", "C", "C", "C", "C", "C", "C", "C", "C", "C", "C", "C", "C", "C", "C", "C", "C", "H", "H", "H", "H", "H", "H", "H", "H", "H", "H", "H", "H", "H", "H", "H", "O", "N", "C", "C", "C", "C", "C", "H", "H", "H", "H", "H"],
  "coordinates": [[1.210, -0.705, 0.218], [6.465, 2.694, -2.040], [6.035, 2.638, 0.250], [3.224, 0.361, -0.587], [3.498, 1.897, 0.618], [7.329, 0.864, 1.029], [4.930, -2.421, 0.685], [4.016, -2.782, 1.729], [4.294, -2.829, 3.064], [3.155, -3.213, 3.691], [2.179, -3.396, 2.758], [0.730, -3.804, 3.071], [-0.214, -2.558, 3.061], [-1.551, -2.691, 3.293], [-2.110, -1.457, 3.376], [-1.102, -0.555, 3.188], [-1.174, 0.875, 3.206], [0.049, -1.246, 2.964], [1.522, -0.429, 2.751], [2.711, -3.099, 1.561], [1.952, -3.166, 0.042], [5.941, -2.385, 1.083], [4.679, -1.437, 0.282], [4.863, -3.144, -0.129], [5.256, -2.559, 3.446], [2.957, -3.376, 4.731], [0.704, -4.238, 4.194], [0.340, -4.583, 2.253], [-1.994, -3.661, 3.378], [-3.124, -1.152, 3.535], [-2.210, 1.185, 3.335], [-0.775, 1.265, 2.268], [-0.562, 1.270, 4.020], [-0.291, 1.207, 0.224], [-0.653, 1.884, -1.050], [-0.751, 0.775, -2.502], [-1.922, 0.609, -3.226], [-1.966, -0.299, -4.269], [-0.845, -1.052, -4.587], [0.330, -0.875, -3.873], [0.381, 0.040, -2.840], [-2.225, 2.742, -0.913], [-2.607, 3.750, -1.821], [-3.811, 4.392, -1.671], [-4.672, 4.065, -0.622], [-4.288, 3.078, 0.295], [-3.084, 2.436, 0.155], [0.615, 3.108, -1.486], [1.125, 3.864, -0.438], [2.076, 4.834, -0.681], [2.524, 5.056, -1.975], [2.009, 4.308, -3.022], [1.045, 3.344, -2.788], [-2.799, 1.191, -2.972], [-2.881, -0.425, -4.832], [-0.890, -1.775, -5.392], [1.211, -1.450, -4.118], [1.301, 0.187, -2.287], [-1.933, 4.016, -2.625], [-4.099, 5.164, -2.373], [-5.620, 4.574, -0.513], [-4.949, 2.819, 1.112], [-2.768, 1.677, 0.855], [0.799, 3.642, 0.571], [2.483, 5.405, 0.141], [3.296, 5.789, -2.167], [2.367, 4.469, -4.029], [0.645, 2.752, -3.602], [-0.824, -1.350, -0.666], [-1.724, -2.237, -0.355], [-2.932, -1.818, 0.137], [-3.922, -2.706, 0.434], [-3.726, -4.078, 0.245], [-2.488, -4.485, -0.287], [-1.526, -3.568, -0.582], [-3.026, -0.749, 0.243], [-4.865, -2.330, 0.807], [-4.497, -4.791, 0.491], [-2.287, -5.532, -0.478], [-0.559, -3.817, -0.989]]
}

***

7.
{
  "formula": "C3H5NO",
  "method": "the ωB97M-V functional and the def2-TZVPD basis",
  "homo_lumo_gap_ev": 9.04,
  "e_tot_ev": -6725.3100,
  "multiplicity": 1,
  "relative_energy_kcal_mol": 98.3,
  "e_homo_ha": -0.330,
  "total_charge": 0,
  "species": ["C", "C", "N", "C", "O", "H", "H", "H", "H", "H"],
  "coordinates": [[-0.655, -1.661, -0.302], [0.146, -0.593, -0.150], [-0.206, 0.683, 0.174], [0.755, 1.553, 0.345], [-1.412, 0.865, 0.364], [-0.244, -2.644, -0.565], [-1.686, -1.560, -0.284], [1.336, -0.608, -0.484], [0.236, 2.463, 0.544], [1.730, 1.503, 0.358]]
}

***

8.
{
  "formula": "C21H37B3O6",
  "method": "the ωB97M-V functional and the def2-TZVPD basis",
  "homo_lumo_gap_ev": 9.74,
  "e_tot_ev": -36697.1336,
  "multiplicity": 1,
  "e_homo_ha": -0.337,
  "total_charge": 0,
  "species": ["B", "O", "B", "O", "B", "C", "C", "C", "C", "C", "C", "C", "C", "C", "O", "H", "H", "H", "H", "H", "H", "H", "H", "H", "H", "H", "H", "H", "C", "C", "C", "O", "C", "H", "H", "H", "H", "H", "H", "H", "H", "C", "C", "C", "O", "C", "H", "H", "H", "H", "H", "H", "H", "H", "C", "C", "C", "O", "C", "H", "H", "H", "H", "H", "H", "H", "H"],
  "coordinates": [[-3.473, -2.915, -0.873], [-3.114, -3.054, -2.198], [-2.461, -1.911, -2.650], [-2.971, -0.667, -2.391], [-3.705, -0.635, -1.204], [-4.779, 0.460, -0.930], [-6.110, 0.157, -1.630], [-6.696, -1.183, -1.207], [-8.095, -1.419, -1.729], [-9.070, -1.892, -0.850], [-10.370, -2.145, -1.276], [-10.695, -1.928, -2.608], [-9.726, -1.470, -3.491], [-8.431, -1.207, -3.063], [-3.420, -1.658, -0.300], [-3.849, -3.836, -0.228], [-1.448, -2.050, -3.256], [-4.965, 0.473, 0.146], [-4.427, 1.456, -1.182], [-5.958, 0.216, -2.707], [-6.844, 0.925, -1.394], [-6.082, -2.023, -1.541], [-6.732, -1.199, -0.122], [-8.813, -2.073, 0.183], [-11.089, -2.501, -0.555], [-11.700, -2.132, -2.943], [-9.977, -1.321, -4.531], [-7.685, -0.860, -3.759], [1.218, -1.713, -1.464], [1.846, -0.358, -1.764], [3.197, -0.764, -2.331], [3.001, -2.022, -2.983], [1.722, -2.553, -2.629], [0.131, -1.688, -1.400], [1.606, -2.103, -0.520], [1.260, 0.167, -2.523], [1.932, 0.287, -0.891], [3.935, -0.898, -1.533], [3.591, -0.045, -3.050], [1.058, -2.468, -3.496], [1.828, -3.610, -2.378], [2.725, 1.669, 3.418], [4.195, 1.663, 3.010], [4.327, 0.295, 2.359], [3.052, -0.005, 1.780], [2.078, 0.928, 2.256], [2.313, 2.667, 3.563], [2.590, 1.107, 4.345], [4.385, 2.450, 2.278], [4.886, 1.804, 3.838], [4.560, -0.478, 3.099], [5.089, 0.268, 1.579], [1.827, 1.616, 1.440], [1.175, 0.388, 2.543], [9.487, 2.756, 3.722], [9.425, 3.394, 2.338], [8.000, 3.069, 1.913], [7.220, 3.030, 3.110], [8.085, 3.026, 4.249], [10.265, 3.169, 4.363], [9.656, 1.681, 3.631], [9.557, 4.476, 2.418], [10.171, 3.012, 1.643], [7.944, 2.088, 1.429], [7.579, 3.813, 1.235], [8.025, 4.006, 4.734], [7.743, 2.269, 4.956]]
}